[1]
Entry from OMol25: an isolated molecule of C19H24N4O3 (the ωB97M-V functional and the def2-TZVPD basis).

* largest force on an atom: 0.16 eV/A
* E_HOMO: -0.3026 Ha
* SMILES string: [H]/N=c1/[nH]cc(C(=O)N2C[C@H](C)[C@H](NC(=O)CCc3cccc(C)c3)C2)o1
* relative energy (zero: lowest compared OMol25 entry of this formula, charge and spin): 144.2 kJ/mol
* molar mass: 356.4 u

Each line ends with the Mulliken charge.
Geometry (Å):
C1 1.434 1.523 0.836  -1.448
C2 0.649 0.271 0.549  0.731
C3 -0.166 -0.301 1.523  -0.517
C4 -0.901 -1.443 1.244  -0.792
C5 -0.841 -2.028 -0.013  -0.362
C6 -0.031 -1.478 -1.000  0.369
C7 -0.010 -2.056 -2.392  -1.228
C8 -0.898 -1.247 -3.360  -0.657
C9 -2.269 -1.045 -2.747  0.495
O1 -3.113 -1.923 -2.745  -0.668
N1 -2.463 0.166 -2.157  0.036
C10 -3.599 0.410 -1.299  -0.329
C11 -4.723 1.201 -1.969  -1.293
N2 -5.419 1.802 -0.833  0.163
C12 -6.474 2.608 -1.078  0.110
O2 -6.842 2.871 -2.216  -0.702
C13 -7.224 3.189 0.051  0.489
C14 -8.196 4.102 -0.013  -0.273
N3 -8.652 4.303 1.273  -0.087
C15 -7.960 3.492 2.146  0.390
N4 -8.129 3.423 3.394  -0.792
O3 -7.063 2.792 1.379  -0.318
C16 -4.683 1.614 0.425  -0.813
C17 -3.279 1.227 -0.039  0.949
C18 -2.424 2.463 -0.311  -1.616
C19 0.707 -0.335 -0.702  -0.192
H1 2.364 1.545 0.269  0.393
H2 0.862 2.414 0.564  0.249
H3 1.675 1.603 1.895  0.397
H4 -0.214 0.148 2.508  0.393
H5 -1.526 -1.882 2.012  0.408
H6 -1.427 -2.912 -0.234  0.395
H7 1.009 -2.082 -2.784  0.398
H8 -0.378 -3.082 -2.364  0.362
H9 -0.430 -0.283 -3.574  0.300
H10 -1.018 -1.788 -4.297  0.432
H11 -1.657 0.760 -2.057  0.311
H12 -3.987 -0.566 -0.999  0.417
H13 -4.333 1.974 -2.635  0.381
H14 -5.393 0.569 -2.551  0.394
H15 -8.584 4.602 -0.881  0.492
H16 -9.381 4.916 1.586  0.162
H17 -7.501 2.749 3.816  0.247
H18 -4.681 2.523 1.021  0.484
H19 -5.136 0.819 1.023  0.233
H20 -2.780 0.602 0.702  0.053
H21 -2.868 3.100 -1.079  0.321
H22 -2.324 3.056 0.599  0.425
H23 -1.412 2.196 -0.624  0.304
H24 1.353 0.091 -1.466  0.407

---

[2]
Entry from OMol25: the ion C4H8O3P with charge +1 (the ωB97M-V functional and the def2-TZVPD basis).

* largest force on an atom: 6.05 eV/A
* E_HOMO (alpha / beta): -0.4136 / -0.5901 Ha
* relative energy (zero: lowest compared OMol25 entry of this formula, charge and spin): 0.0 kJ/mol
* spin multiplicity: 3
* molar mass: 135.1 u
* net charge: +1
* expectation value of S²: 2.01

Each line ends with the Mulliken charge.
Geometry (Å):
C1 1.553 0.188 -0.202  -0.525
C2 0.585 -0.431 0.767  -0.586
C3 0.669 1.174 -0.940  -0.326
C4 -0.574 -0.869 -0.083  0.156
O1 -0.442 0.216 -1.246  -0.375
O2 -3.472 -0.559 2.234  -0.271
O3 -1.732 -0.864 0.541  -0.260
P1 -2.627 0.274 1.449  0.361
H1 2.364 0.772 0.345  0.342
H2 2.009 -0.445 -0.910  0.333
H3 1.067 -1.275 1.255  0.355
H4 0.280 0.448 1.469  0.287
H5 0.118 1.739 -0.108  0.245
H6 0.920 1.729 -1.855  0.379
H7 -0.284 -1.822 -0.553  0.411
H8 -0.434 -0.274 -2.163  0.474

---

[3]
Entry from OMol25: a structure of composition C30H51NOP3Y (the ωB97M-V functional and the def2-TZVPD basis).

* largest force on an atom: 6.94 eV/A
* E_HOMO: -0.5182 Ha
* molar mass: 623.6 u
* net charge: +2

Each line ends with the Mulliken charge.
Geometry (Å):
Y1 0.943 0.052 -0.512  -0.957
P1 -0.325 0.104 -3.023  1.445
P2 2.298 -1.606 1.294  1.369
N1 2.234 -1.335 -1.838  0.566
C1 1.108 -0.561 -4.001  -1.021
H1 0.654 -1.086 -4.848  0.392
H2 1.664 0.291 -4.420  0.527
C2 2.039 -1.557 -3.302  -1.353
H3 1.630 -2.560 -3.325  0.385
H4 3.039 -1.519 -3.807  0.466
C3 3.216 -2.347 -1.354  -1.309
H5 4.145 -2.262 -1.973  0.462
H6 2.697 -3.280 -1.547  0.400
C4 3.608 -2.215 0.121  -1.061
H7 4.496 -1.578 0.249  0.543
H8 3.879 -3.218 0.470  0.396
C5 1.762 -3.139 2.200  -0.001
C6 0.379 -2.942 2.850  -0.811
H9 0.162 -3.818 3.481  0.552
H10 -0.406 -2.876 2.081  -0.002
H11 0.345 -2.039 3.484  0.117
C7 3.265 -0.524 2.480  0.368
C8 2.384 -0.079 3.655  -1.151
H12 2.873 0.775 4.150  0.556
H13 2.256 -0.877 4.409  0.183
H14 1.392 0.264 3.330  0.045
C9 -0.371 1.907 -3.548  0.283
C10 -1.578 2.630 -2.935  -0.997
H15 -1.464 3.712 -3.116  0.544
H16 -1.649 2.485 -1.847  -0.039
H17 -2.535 2.312 -3.387  0.195
C11 -1.786 -0.785 -3.683  0.054
C12 -2.963 -0.728 -2.705  -0.809
H18 -3.813 -1.274 -3.135  0.580
H19 -3.290 0.298 -2.511  0.150
H20 -2.720 -1.205 -1.747  -0.111
C13 -0.386 -1.975 -0.548  0.579
O1 -0.971 -2.987 -0.609  -0.242
C14 4.620 -1.077 2.928  -1.438
H21 4.514 -1.876 3.675  0.259
H22 5.235 -1.446 2.101  0.311
H23 5.170 -0.257 3.403  0.474
C15 -0.239 2.147 -5.052  -1.450
H24 -0.053 3.216 -5.203  0.477
H25 0.596 1.603 -5.508  0.314
H26 -1.162 1.896 -5.597  0.266
C16 -2.230 -0.398 -5.090  -1.712
H27 -2.991 -1.113 -5.418  0.519
H28 -2.702 0.588 -5.120  0.278
H29 -1.423 -0.436 -5.827  0.349
C17 2.772 -3.719 3.201  -1.667
H30 2.857 -3.097 4.104  0.257
H31 2.391 -4.698 3.521  0.516
H32 3.767 -3.882 2.761  0.327
H33 1.651 -3.865 1.370  0.609
H34 -1.424 -1.825 -3.715  0.544
H35 3.458 0.363 1.842  0.445
H36 0.546 2.302 -3.063  0.420
H37 2.954 -0.577 -1.979  0.418
H38 2.246 1.232 -0.859  -0.083
C18 -2.534 -0.759 1.535  -2.201
P3 -1.456 0.631 1.114  1.941
C19 -2.657 1.878 0.508  0.518
C20 -3.862 1.466 -0.111  -0.586
C21 -4.740 2.416 -0.619  -0.588
C22 -4.471 3.772 -0.497  -0.605
C23 -3.298 4.181 0.128  -0.733
C24 -2.392 3.251 0.621  -0.241
C25 -0.951 1.269 2.760  0.640
C26 -0.083 2.400 2.810  -0.442
C27 0.242 2.947 4.079  -0.969
C28 -0.212 2.348 5.229  -0.499
C29 -1.003 1.220 5.177  -0.740
C30 -1.391 0.685 3.946  -0.424
H39 -2.903 -1.254 0.633  0.341
H40 -3.381 -0.360 2.109  0.663
H41 -1.992 -1.490 2.140  0.371
H42 -4.109 0.407 -0.176  0.322
H43 -5.656 2.073 -1.110  0.436
H44 -5.184 4.513 -0.882  0.398
H45 -3.081 5.254 0.239  0.429
H46 -1.477 3.592 1.107  0.290
H47 0.305 2.830 1.912  0.414
H48 0.855 3.847 4.088  0.426
H49 0.071 2.794 6.215  0.367
H50 -1.352 0.738 6.105  0.434
H51 -2.051 -0.189 3.933  0.315

---

[4]
Entry from OMol25: a structure of composition C34H32N10O4PbS3 (the ωB97M-V functional and the def2-TZVPD basis).

* largest force on an atom: 1.94 eV/A
* E_HOMO: -0.4601 Ha
* molar mass: 948.1 u
* net charge: +2

Each line ends with the Mulliken charge.
Geometry (Å):
Pb1 1.092 0.366 0.566  1.488
S1 4.840 -1.291 -5.881  -0.107
C1 6.361 -2.003 -5.572  -0.388
C2 6.528 -2.318 -4.257  -0.862
C3 5.419 -1.974 -3.462  -0.205
C4 4.405 -1.395 -4.197  0.071
C5 3.117 -0.900 -3.769  0.750
C6 2.900 -0.381 -2.470  0.072
N1 1.764 0.088 -2.041  0.519
C7 0.700 0.092 -2.858  -0.294
C8 0.778 -0.414 -4.177  0.793
C9 -0.392 -0.432 -4.991  -1.117
C10 -1.572 0.045 -4.529  -1.087
C11 -1.670 0.620 -3.226  1.122
C12 -2.864 1.154 -2.731  -0.942
C13 -2.886 1.760 -1.481  0.559
C14 -1.667 1.810 -0.775  -0.683
N2 -0.560 1.239 -1.178  -0.160
C15 -0.528 0.652 -2.387  -0.492
C16 -4.099 2.258 -0.882  0.405
C17 -5.394 2.083 -1.303  -0.519
C18 -6.348 2.645 -0.436  -0.708
C19 -5.779 3.256 0.637  -0.356
S2 -4.066 3.152 0.615  -0.079
C20 2.015 -0.894 -4.617  -1.027
H1 7.040 -2.169 -6.386  0.478
H2 7.414 -2.781 -3.862  0.437
H3 5.359 -2.269 -2.427  0.675
H4 4.775 -0.586 -1.974  0.357
H5 -0.312 -0.837 -5.987  0.487
H6 -2.460 0.009 -5.142  0.482
H7 -3.762 1.092 -3.327  0.459
H8 -1.616 2.325 0.173  0.589
H9 -5.669 1.548 -2.192  0.415
H10 -7.409 2.587 -0.601  0.465
H11 -6.263 3.765 1.446  0.505
H12 2.113 -1.297 -5.615  0.590
O1 2.372 -2.296 -0.830  -0.472
S3 3.504 -1.741 -0.184  1.192
O2 4.759 -2.382 -0.338  -0.622
O3 3.922 -0.333 -1.537  -0.800
O4 3.330 -0.895 0.950  -0.454
C21 -3.846 -0.437 2.016  -1.278
N3 -3.164 0.645 2.701  0.475
C22 -3.873 1.302 3.783  -1.252
C23 -1.856 0.891 2.433  -0.292
N4 -1.132 0.206 1.622  -0.003
N5 -1.326 1.991 3.082  0.016
C24 -0.022 2.419 3.154  0.573
N6 0.145 3.478 3.984  -0.417
N7 0.935 1.888 2.480  -0.342
H13 -4.918 -0.253 2.032  0.379
H14 -3.649 -1.403 2.491  0.389
H15 -3.538 -0.483 0.972  0.377
H16 -4.847 0.836 3.903  0.301
H17 -4.043 2.361 3.568  0.429
H18 -3.342 1.194 4.731  0.435
H19 -1.582 -0.619 1.259  0.061
H20 -1.978 2.513 3.650  0.218
H21 -0.596 3.850 4.555  0.154
H22 1.064 3.852 4.148  0.205
H23 1.841 2.284 2.692  0.041
N8 0.561 -1.968 1.161  -0.408
C25 0.098 -2.854 1.728  0.191
C26 -0.526 -3.834 2.509  0.398
C27 -0.825 -3.486 3.833  -0.389
C28 -1.473 -4.391 4.647  -0.676
C29 -1.830 -5.639 4.150  -0.381
C30 -1.527 -5.987 2.840  -0.602
C31 -0.875 -5.092 2.012  -0.458
H24 -0.539 -2.512 4.200  0.509
H25 -1.696 -4.127 5.670  0.415
H26 -2.341 -6.343 4.789  0.423
H27 -1.796 -6.962 2.463  0.418
H28 -0.637 -5.354 0.993  0.493
N9 2.654 3.456 -0.051  -0.210
C32 3.769 4.194 0.088  -0.130
C33 4.742 3.354 0.580  -1.073
C34 4.112 2.113 0.713  -0.550
N10 2.852 2.191 0.319  0.321
H29 1.753 3.749 -0.392  0.109
H30 3.803 5.234 -0.164  0.483
H31 5.756 3.601 0.814  0.450
H32 4.501 1.185 1.081  0.663

---

[5]
Entry from OMol25: a structure of composition C21H36BeP2Se (the ωB97M-V functional and the def2-TZVPD basis).

* largest force on an atom: 4.40 eV/A
* E_HOMO: -0.2223 Ha
* relative energy (zero: lowest compared OMol25 entry of this formula, charge and spin): 271.4 kJ/mol
* molar mass: 438.4 u

Each line ends with the Mulliken charge.
Geometry (Å):
P1 0.681 -2.321 0.355  0.179
P2 -0.567 2.003 1.372  0.193
C1 0.431 -0.440 -0.831  3.015
C2 0.090 1.015 -0.307  -1.261
H1 -0.315 -0.780 -1.540  -2.789
H2 1.427 -0.518 -1.260  1.460
H3 1.024 1.585 -0.442  0.800
H4 -0.728 1.451 -0.899  -0.935
C3 -2.209 2.588 0.744  -1.432
H5 -2.588 3.365 1.422  0.455
H6 -2.925 1.755 0.744  0.247
H7 -2.149 3.007 -0.269  0.402
C4 0.457 3.493 1.176  -1.279
H8 0.503 3.787 0.118  0.377
H9 1.464 3.281 1.557  0.308
H10 0.010 4.305 1.767  0.442
C5 -0.476 -3.512 -0.413  -1.204
H11 -0.603 -4.342 0.299  0.478
H12 -0.107 -3.913 -1.363  0.321
H13 -1.459 -3.043 -0.560  0.233
C6 2.339 -2.747 -0.251  -0.997
H14 3.055 -2.089 0.263  0.271
H15 2.379 -2.584 -1.335  0.283
H16 2.557 -3.799 0.000  0.459
Be1 -0.428 -0.472 0.534  0.009
C7 0.325 0.903 -3.063  -0.177
C8 -1.022 1.059 -2.944  -0.416
C9 -2.032 0.341 -3.769  -0.904
C10 -1.618 -1.081 -4.226  -1.047
C11 -0.895 -1.880 -3.184  -0.238
C12 0.450 -2.049 -3.129  -0.205
C13 1.447 -1.232 -3.895  -1.022
C14 1.027 0.242 -4.188  -1.111
C15 -1.608 -0.901 1.643  -1.058
H17 1.015 1.464 -2.421  0.816
H18 -1.455 1.919 -2.399  0.448
H19 -2.248 0.966 -4.657  0.347
H20 -2.983 0.287 -3.211  0.404
H21 -2.547 -1.623 -4.476  0.475
H22 -1.026 -0.998 -5.147  0.296
H23 -1.545 -2.439 -2.501  0.311
H24 0.877 -2.932 -2.633  0.942
H25 1.645 -1.736 -4.860  0.435
H26 2.416 -1.222 -3.364  0.276
H27 1.957 0.815 -4.374  0.456
H28 0.441 0.287 -5.115  0.278
H29 -1.689 -0.112 2.412  0.257
H30 -1.320 -1.815 2.180  0.304
H31 -2.589 -1.063 1.178  0.389
Se1 1.574 0.368 2.339  -0.209
C16 1.182 0.662 4.152  0.503
C17 0.115 1.516 4.495  0.193
C18 -0.147 1.833 5.824  -0.839
C19 0.638 1.304 6.852  -0.431
C20 1.703 0.443 6.525  -0.432
C21 1.979 0.121 5.194  -0.594
H32 -0.498 1.931 3.687  0.146
H33 -0.972 2.507 6.043  0.364
H34 0.420 1.558 7.891  0.341
H35 2.321 0.029 7.324  0.333
H36 2.798 -0.549 4.934  0.336